# 1
Entry from the Open Molecules 2025 dataset: a molecular structure, C30H44F3O6S2SiTc (wB97M-V/def2-TZVPD).

XYZ file:
```
87
Properties=species:S:1:pos:R:3:lowdin_charge:R:1
Tc -0.14057 0.57217 -0.02228 1.204
C -1.41197 -3.20539 -0.62840 -0.048
C -0.36937 -2.56447 0.29786 -0.541
C -0.96741 -2.46649 1.69887 -0.041
C -0.01907 -1.23533 -0.30638 -0.207
C 0.96344 -3.32238 0.31691 -0.184
C 1.97480 -2.89520 1.17715 -0.042
C 3.21620 -3.50954 1.18236 -0.078
C 3.47578 -4.56659 0.32072 -0.089
C 2.48173 -4.99694 -0.54319 -0.077
C 1.23875 -4.37657 -0.54834 -0.028
H -2.33514 -2.62609 -0.58564 0.084
H -1.62627 -4.22639 -0.30640 0.095
H -1.08469 -3.22853 -1.66836 0.088
H -1.90846 -1.91609 1.66701 0.081
H -0.30752 -1.96576 2.40542 0.070
H -1.17182 -3.46954 2.07918 0.100
H 0.39742 -1.36469 -1.31983 0.085
H 1.80086 -2.05605 1.84012 0.113
H 3.98690 -3.15449 1.85457 0.105
H 4.44587 -5.04619 0.32114 0.101
H 2.66980 -5.81899 -1.22211 0.103
H 0.48180 -4.73411 -1.23276 0.102
C 0.87135 4.23625 1.02602 -0.022
C -0.60364 4.31686 0.68349 -0.602
C -1.44172 4.38900 1.95284 -0.009
C -0.87144 5.52109 -0.20951 -0.024
O -0.97791 3.07810 0.00927 -0.215
Si -1.89245 2.83854 -1.34224 -0.127
S -2.14778 0.74293 -1.32084 0.439
O -0.95666 3.39420 -2.54143 -0.141
C -1.08207 3.53377 -3.95971 -0.638
C 0.25906 4.08810 -4.42296 -0.019
C -1.33543 2.16488 -4.57961 -0.035
C -2.20902 4.50289 -4.28782 -0.023
O -3.29906 3.65200 -1.37436 -0.145
C -4.66416 3.37703 -1.02805 -0.645
C -4.74289 2.68716 0.32781 -0.040
C -5.27972 2.50685 -2.11526 -0.029
C -5.35046 4.73525 -0.98354 -0.025
H 1.16466 5.12965 1.58020 0.096
H 1.47693 4.17532 0.12262 0.077
H 1.07767 3.36186 1.64333 0.076
H -1.19959 5.29144 2.51663 0.093
H -1.24876 3.52127 2.58644 0.078
H -2.50348 4.41035 1.70582 0.073
H -0.60260 6.43141 0.32858 0.096
H -1.92590 5.58329 -0.48411 0.081
H -0.27476 5.46349 -1.11936 0.088
H 1.06280 3.43140 -4.08694 0.084
H 0.42416 5.08009 -3.99857 0.088
H 0.29200 4.16535 -5.51096 0.088
H -0.53598 1.47780 -4.30136 0.083
H -1.38393 2.24187 -5.66736 0.090
H -2.28037 1.75007 -4.22244 0.067
H -2.07552 5.43706 -3.73996 0.093
H -3.17990 4.08327 -4.02172 0.069
H -2.20622 4.72184 -5.35707 0.090
H -4.23994 1.72034 0.28276 0.036
H -5.78477 2.52610 0.61132 0.093
H -4.27065 3.30239 1.09417 0.074
H -4.76473 1.54766 -2.18398 0.057
H -5.21629 3.01199 -3.08042 0.084
H -6.33174 2.31875 -1.89376 0.090
H -4.91623 5.35357 -0.19613 0.086
H -6.41825 4.62074 -0.79072 0.089
H -5.21752 5.24750 -1.93716 0.088
F 3.04671 -0.97378 -1.05264 0.139
C 3.54130 0.20903 -1.41559 -0.669
F 4.61232 0.47295 -0.67359 0.153
F 3.90026 0.15088 -2.69606 0.153
S 2.27175 1.52215 -1.18301 0.524
O 1.12202 1.08309 -1.95987 -0.366
O 1.87525 1.36327 0.24037 -0.394
O 2.91346 2.74471 -1.52152 -0.227
C -0.80266 0.55778 1.52458 -0.204
C -1.29244 0.65669 2.86779 -0.297
C -2.67176 0.67166 3.09384 -0.030
C -3.15266 0.79232 4.38568 -0.064
C -2.26522 0.89875 5.44978 -0.071
C -0.89462 0.88919 5.22529 -0.069
C -0.40215 0.77040 3.93688 -0.034
H -3.34458 0.59757 2.24896 0.111
H -4.21948 0.80521 4.56593 0.108
H -2.64390 0.98975 6.45948 0.106
H -0.20894 0.97941 6.05740 0.107
H 0.66369 0.77204 3.74636 0.121
```

The value obtained for the energy above the lowest of the compared OMol25 structures with the same formula, charge and spin is 20.8 kJ/mol. The LUMO energy comes out at -0.456 eV. The HOMO energy comes out at -8.418 eV. The calculation puts the calculated total energy at -84013.3417 eV.

***

# 2
Entry from the Open Molecules 2025 dataset: a molecular structure, C30H44N2O6P2Pr (wB97M-V/def2-TZVPD).

XYZ file:
```
85
Properties=species:S:1:pos:R:3:lowdin_charge:R:1
Pr -0.07713 0.29263 0.12402 0.778
C -0.94328 -1.84025 0.99479 -0.288
C 0.39221 -2.17242 0.52649 -0.271
C 0.62398 -0.49077 2.18678 -0.318
C -0.82855 -0.79413 2.02648 -0.314
C 1.35836 -1.36190 1.25175 -0.290
C -2.23418 -2.45452 0.53230 -0.014
H -2.13413 -2.86651 -0.46818 0.069
H -3.06078 -1.74402 0.55528 0.080
H -2.44540 -3.26531 1.22919 0.103
C -1.92990 -0.06981 2.71164 0.008
H -2.89228 -0.27116 2.24575 0.095
H -1.77452 1.01458 2.73392 0.055
H -1.94033 -0.43824 3.73601 0.116
C 1.17979 0.57649 3.05941 0.008
H 1.29518 0.12953 4.04444 0.114
H 0.50627 1.42908 3.14049 0.057
H 2.15084 0.93423 2.71193 0.099
C 2.85293 -1.39660 1.10014 -0.014
H 3.21636 -2.07263 1.87338 0.102
H 3.30701 -0.41604 1.24607 0.080
H 3.13625 -1.78860 0.12706 0.070
C 0.72857 -3.24765 -0.48194 -0.006
H 0.94159 -4.14700 0.09596 0.102
H 1.60645 -2.99243 -1.07372 0.068
H -0.10976 -3.44434 -1.14559 0.070
C -1.79945 1.52520 -6.87099 -0.112
C -1.86406 0.18590 -6.88077 -0.134
C -1.04327 -0.81025 -7.64082 -0.187
C 0.31415 -0.31831 -8.20325 -0.195
C 1.24298 0.18881 -7.14191 -0.107
C 1.30286 1.40914 -6.58932 -0.138
C 0.48932 2.63387 -6.87682 -0.191
C -0.85820 2.42549 -7.61225 -0.194
H -1.63709 -1.23317 -8.46900 0.121
H 0.14263 0.42189 -8.99363 0.102
H -0.84589 -1.65973 -6.96341 0.109
H -0.67377 2.08247 -8.63706 0.103
H -2.52028 2.05014 -6.22342 0.103
H -2.65036 -0.27319 -6.26633 0.094
H -1.33093 3.42331 -7.70592 0.118
H 0.28053 3.12423 -5.90942 0.104
H 2.07880 1.56704 -5.82857 0.087
H 1.09375 3.36144 -7.44551 0.121
H 0.79093 -1.18714 -8.69857 0.117
H 1.95506 -0.56170 -6.76136 0.104
P -1.38201 0.31240 -2.15804 0.696
C -2.84486 1.16979 -1.95069 -0.229
C -1.49668 -1.08270 -3.12374 -0.238
P 1.56996 0.92399 -1.82766 0.691
C 0.01475 1.41046 -2.75454 -0.363
C 2.42523 -0.27023 -2.68502 -0.243
C 2.49786 2.27846 -1.35482 -0.232
H -2.80910 1.94166 -1.16646 0.079
H -3.62422 0.43810 -1.69307 0.081
H -3.03653 1.60492 -2.92786 0.064
H -1.63561 -0.69268 -4.12677 0.034
H -2.38896 -1.63653 -2.79947 0.079
H -0.63483 -1.76312 -3.08523 0.067
H 2.75868 2.75599 -2.29537 0.067
H 3.40083 1.91180 -0.84444 0.081
H 1.96905 2.97225 -0.68417 0.078
H -0.23118 2.45635 -2.49750 0.089
H 0.15794 1.30304 -3.84289 0.057
H 3.37470 -0.43792 -2.15733 0.078
H 2.60402 0.18536 -3.65317 0.047
H 1.91534 -1.23697 -2.79636 0.064
O -1.12605 4.47804 0.86583 0.089
C -0.82537 3.38892 1.36632 -0.527
O -0.60188 2.30121 0.72248 -0.193
C -0.70410 3.43517 2.93327 -0.119
C 0.49771 3.87697 3.49765 0.060
C 0.65201 3.91414 4.90848 -0.092
C -0.38472 3.52878 5.75793 0.084
C -1.59490 3.14871 5.19068 -0.087
C -1.76877 3.12325 3.77947 0.050
N -2.70140 2.69850 6.08342 -0.296
O -2.48005 2.71868 7.31534 0.080
O -3.76355 2.32384 5.53965 0.067
N 1.94670 4.33993 5.50469 -0.299
O 2.85819 4.67390 4.71976 0.068
O 2.02428 4.33579 6.75542 0.079
H 1.33562 4.16485 2.86236 0.139
H -0.25414 3.53440 6.82918 0.132
H -2.73505 2.83006 3.37627 0.134
```

As for the multiplicity: 3. The LUMO energy (alpha / beta) comes out at -3.246 / -3.246 eV. As for the expectation value of S²: 2.0035. The HOMO energy (alpha / beta) comes out at -11.000 / -10.979 eV. The charge is +1. The calculation puts the calculated total energy at -79720.9052 eV.

***

The lowest calculated total energy belongs to which entry?
C30H44F3O6S2SiTc

***

What is the calculated total energy in the first record?
-84013.3417 eV

***

Among the records above, which one has the lowest calculated total energy?
C30H44F3O6S2SiTc